No. 1
{"formula": "C15H45F2K2NO24P5S2", "method": "the ωB97M-V functional and the def2-TZVPD basis", "e_lumo_ha": -0.1890, "total_charge": 1, "total_energy_ha": -6361.83190, "e_homo_ha": -0.4220, "fmax_ev_per_a": 13.737, "elements": ["K", "K", "N", "S", "O", "O", "F", "S", "O", "O", "F", "C", "O", "P", "O", "O", "C", "O", "C", "H", "H", "H", "H", "H", "H", "H", "H", "H", "C", "O", "P", "O", "O", "C", "O", "C", "H", "H", "H", "H", "H", "H", "H", "H", "H", "C", "O", "P", "O", "O", "C", "O", "C", "H", "H", "H", "H", "H", "H", "H", "H", "H", "C", "O", "P", "O", "O", "C", "O", "C", "H", "H", "H", "H", "H", "H", "H", "H", "H", "C", "O", "P", "O", "O", "C", "O", "C", "H", "H", "H", "H", "H", "H", "H", "H", "H"], "xyz": [[-0.6148, 1.4811, 9.0313], [1.8504, 2.3256, 10.8902], [1.1702, -0.2027, 10.2477], [2.2870, -1.1767, 9.4785], [1.8249, -2.2833, 8.7395], [3.5646, -1.3060, 10.0683], [2.6192, 0.0379, 8.4264], [1.0905, -1.0678, 11.4461], [2.0841, -1.0814, 12.5245], [0.3832, -2.3437, 11.2539], [-0.0786, -0.2736, 12.2196], [4.2116, -8.0219, 13.4524], [2.9233, -8.0544, 14.0916], [1.4024, -7.9730, 13.4106], [0.2138, -8.0775, 14.2276], [1.5946, -6.6404, 12.4381], [1.5389, -5.2915, 12.9541], [1.4517, -9.2489, 12.4626], [1.2313, -10.5698, 12.9580], [3.9670, -7.6248, 12.4672], [4.5454, -9.0146, 13.1503], [4.9739, -7.4327, 13.9622], [2.3308, -5.1966, 13.6971], [0.7175, -5.1973, 13.6644], [1.4175, -4.5911, 12.1278], [0.3595, -10.9954, 12.4610], [0.9882, -10.6913, 14.0136], [2.1145, -11.1890, 12.8010], [3.7894, -4.5178, 7.7965], [5.0550, -5.0325, 8.2185], [5.3316, -6.2597, 9.3738], [4.6972, -7.5390, 9.0371], [6.9229, -6.2564, 9.6341], [7.7844, -6.9373, 8.7617], [4.7853, -5.5800, 10.7745], [5.5890, -4.9227, 11.8219], [3.8342, -3.4320, 7.8804], [3.0175, -4.9283, 8.4473], [3.7285, -4.8049, 6.7467], [8.4431, -7.6314, 9.2834], [8.4135, -6.1193, 8.4105], [7.2606, -7.4280, 7.9413], [5.0465, -4.0389, 12.1576], [6.5490, -4.4906, 11.5391], [5.7274, -5.5120, 12.7284], [2.8204, -0.2554, 2.3131], [4.2097, -0.4363, 2.4375], [5.0002, 0.2527, 3.6332], [6.4819, 0.1912, 3.2584], [4.5525, 1.7426, 3.6369], [4.8544, 2.7009, 4.6731], [4.5499, -0.4820, 4.9870], [5.4533, -0.6961, 6.0016], [2.3298, -1.1667, 1.9711], [2.6208, 0.5653, 1.6241], [2.2791, -0.0894, 3.2446], [3.9491, 3.0054, 5.1984], [5.1778, 3.6082, 4.1628], [5.5895, 2.2616, 5.3473], [6.2835, 0.0099, 6.0244], [5.8592, -1.7071, 5.9678], [4.7829, -0.5250, 6.8438], [0.7474, 1.4761, 15.0765], [1.2116, 2.4677, 14.1774], [0.7252, 4.0103, 14.2836], [1.4983, 4.8865, 13.4035], [-0.8538, 4.0375, 14.0473], [-1.5429, 5.1447, 14.1626], [0.7775, 4.4144, 15.8863], [1.8492, 4.4411, 16.8117], [-0.0203, 1.9426, 15.6939], [1.5541, 1.0952, 15.7029], [0.1382, 0.6756, 14.6568], [-2.2159, 4.9614, 15.0003], [-2.0850, 5.1510, 13.2170], [-0.9793, 6.0730, 14.2564], [1.6795, 5.3853, 17.3291], [2.7926, 4.3965, 16.2676], [1.6614, 3.4992, 17.3271], [6.6257, -2.6211, 9.1670], [7.4811, -1.5782, 9.6445], [9.0764, -1.9067, 9.9923], [9.7206, -2.6939, 8.9226], [9.7094, -0.3943, 10.1384], [10.8375, -0.0306, 9.3287], [9.0443, -2.6028, 11.4643], [9.3561, -3.9610, 11.7342], [6.1965, -2.2852, 8.2230], [5.7400, -2.8313, 9.7665], [7.1139, -3.5924, 9.0877], [11.5058, -0.8909, 9.2932], [11.5226, 0.6495, 9.8349], [10.2476, 0.2369, 8.4521], [10.4458, -3.9506, 11.7566], [8.9238, -4.5596, 10.9324], [8.9429, -4.4389, 12.6224]], "forces_ev_per_angstrom": [[-0.59, -0.51, -0.41], [0.91, 0.42, 1.06], [1.98, 1.27, -3.94], [3.18, 1.07, -4.36], [-1.32, 0.58, -0.15], [-0.20, 0.26, 1.32], [-0.75, -0.32, -0.19], [-4.32, -6.63, 11.23], [-0.63, 0.88, -2.82], [1.96, 2.05, -0.73], [-0.30, 1.28, -0.51], [-1.68, -0.09, -2.23], [-1.66, 0.16, 1.36], [3.34, 0.26, -1.55], [-0.17, 0.95, 1.37], [-0.62, -1.96, 0.44], [-0.57, -1.28, 1.55], [0.39, 0.76, -0.66], [-0.42, -0.73, 0.26], [0.73, 0.73, -0.17], [0.13, -0.29, 0.87], [-0.46, -0.16, 0.34], [0.91, 0.66, -0.81], [-0.80, 0.02, -0.51], [0.53, -0.16, 0.26], [0.23, 0.06, -0.38], [0.12, 0.86, 0.21], [0.01, 0.20, -0.38], [0.62, -0.64, 0.31], [1.93, -1.92, 2.20], [-0.91, 2.30, 0.30], [0.42, 0.77, 0.13], [-2.55, 0.40, 0.62], [1.29, 0.47, -0.98], [1.49, -0.22, -0.41], [-0.53, 0.68, -0.19], [-0.05, -0.10, 0.05], [-0.34, 0.14, -0.43], [-0.65, 0.02, 0.11], [-0.42, -0.12, 0.23], [0.29, -0.38, -0.65], [0.06, -0.02, 0.10], [-0.51, -0.11, -0.23], [0.05, -0.62, -0.66], [-0.11, -0.62, -0.47], [-1.41, -0.15, -0.21], [-0.17, 0.35, 1.26], [5.50, -1.35, -2.55], [-3.24, -0.28, 1.88], [-1.74, 1.05, 0.56], [-0.15, -0.27, -0.59], [-1.28, 1.10, -3.21], [0.50, -0.11, 1.88], [0.49, -0.10, -0.50], [-0.06, -0.07, 0.03], [0.40, 0.43, 0.38], [-0.15, -0.47, 0.13], [0.52, -0.25, 0.12], [0.10, 0.48, 0.02], [0.00, 0.01, -0.12], [-0.08, 0.01, 0.07], [0.79, -0.39, 0.82], [-1.56, -0.08, 1.53], [-0.30, 1.27, -1.31], [0.34, 0.19, 3.31], [0.09, -0.51, -0.63], [5.31, -5.52, -0.23], [-3.49, 3.33, -0.15], [-1.81, -0.49, -3.79], [-0.15, -0.57, -0.88], [0.28, 0.12, 0.61], [0.00, 0.05, -0.31], [0.77, -0.09, -0.88], [-0.33, 0.87, 0.00], [-0.72, 0.94, 0.21], [0.10, -0.07, 0.18], [0.56, -0.47, 0.54], [0.20, 0.23, 0.36], [0.70, 0.48, 0.98], [-0.31, -0.45, -0.24], [1.82, 0.09, 1.13], [-0.81, 0.49, -0.71], [-0.22, 0.07, 0.89], [-1.76, -2.23, 2.12], [-0.19, -1.28, 0.20], [-0.99, 2.10, -0.48], [0.74, -0.55, -1.38], [0.45, -0.23, -0.24], [0.21, 0.56, 0.75], [0.31, 0.24, -0.42], [-0.33, -0.29, -1.10], [-0.99, 0.93, -0.04], [1.73, 0.51, -0.72], [-0.08, -0.92, 0.02], [0.58, -0.24, -0.27], [-0.17, 1.15, 0.48]]}


No. 2
{"formula": "C4H11NO2", "method": "the ωB97M-V functional and the def2-TZVPD basis", "e_lumo_ha": 0.0318, "total_charge": 0, "total_energy_ha": -364.15405, "smiles": "CN(C)O.CC=O", "e_homo_ha": -0.3161, "fmax_ev_per_a": 1.922, "elements": ["C", "C", "N", "O", "H", "H", "H", "H", "H", "H", "H", "C", "C", "O", "H", "H", "H", "H"], "xyz": [[1.8234, 0.4659, 1.0453], [1.7779, -0.1799, -1.3422], [1.1123, -0.2843, -0.0565], [1.0775, -1.6679, 0.3117], [0.1270, -1.8683, 0.4081], [1.7820, 0.8663, -1.6444], [1.3362, 0.1954, 1.9797], [1.7513, 1.5382, 0.8739], [2.8790, 0.1796, 1.0997], [1.2317, -0.7811, -2.0677], [2.8111, -0.5441, -1.2970], [-3.0842, 0.5568, -0.0572], [-1.7729, -0.1039, 0.2400], [-1.6854, -1.2441, 0.6325], [-0.9600, 0.6582, 0.2667], [-3.9196, -0.0897, 0.2006], [-3.1545, 1.4788, 0.5185], [-3.1329, 0.8242, -1.1117]], "forces_ev_per_angstrom": [[-0.45, -1.16, -1.05], [0.16, -0.22, 0.39], [0.30, 0.59, 0.96], [0.30, 0.15, -0.13], [0.22, 0.37, 0.06], [-0.03, 0.03, -0.05], [-0.01, 0.10, -0.02], [-0.10, 0.01, -0.12], [0.03, -0.02, 0.02], [-0.01, 0.11, -0.02], [0.09, -0.01, -0.05], [-0.34, -0.41, -0.19], [-0.89, 1.19, 1.22], [0.47, 0.14, -0.53], [0.23, -0.98, -0.25], [-0.04, -0.07, -0.10], [0.10, 0.10, 0.01], [-0.03, 0.09, -0.12]]}


No. 3
{"formula": "C18H16B3NO36S3", "method": "the ωB97M-V functional and the def2-TZVPD basis", "e_lumo_ha": 0.1208, "total_charge": -2, "total_energy_ha": -4728.90639, "e_homo_ha": -0.2184, "fmax_ev_per_a": 1.652, "elements": ["N", "H", "H", "H", "H", "O", "C", "O", "B", "O", "C", "O", "O", "C", "O", "C", "O", "O", "O", "C", "O", "B", "O", "C", "O", "O", "C", "O", "C", "O", "O", "O", "C", "O", "B", "O", "C", "O", "O", "C", "O", "C", "O", "O", "C", "C", "O", "S", "O", "O", "O", "H", "H", "H", "H", "C", "C", "O", "S", "O", "O", "O", "H", "H", "H", "H", "C", "C", "O", "S", "O", "O", "O", "H", "H", "H", "H"], "xyz": [[0.2488, 1.2488, 0.5687], [1.1779, 1.6694, 0.5052], [-0.0720, 1.4318, 1.5272], [0.3968, 0.2383, 0.4072], [-0.3923, 1.6537, -0.1290], [0.9700, 0.8481, 3.3137], [0.2688, 0.4466, 4.2000], [0.6148, -0.3763, 5.1647], [-0.5354, -0.5960, 6.0629], [-1.6457, 0.1925, 5.4633], [-1.2063, 0.8390, 4.4118], [-1.7663, 1.6698, 3.7554], [-0.9251, -2.0162, 6.1500], [-1.0120, -2.3899, 7.4171], [-1.3413, -3.4590, 7.8285], [-0.6070, -1.1692, 8.2758], [-0.2646, -0.1889, 7.4485], [-0.5725, -1.1181, 9.4682], [0.4488, -1.1677, -0.6345], [0.9331, -2.1593, -1.1134], [0.6801, -3.4038, -0.8509], [1.6805, -4.2590, -1.5668], [2.4081, -3.3387, -2.4557], [2.0618, -2.1033, -2.1832], [2.4993, -1.0913, -2.6575], [0.9752, -5.3139, -2.3041], [1.3520, -6.5097, -1.8674], [0.8938, -7.5618, -2.1976], [2.4413, -6.2705, -0.7926], [2.5888, -4.9631, -0.6474], [3.0316, -7.1186, -0.1972], [-2.9494, -2.9619, -5.1557], [-3.0915, -2.1137, -4.3312], [-2.8850, -0.8077, -4.4734], [-3.1243, -0.1441, -3.1912], [-3.7432, -1.1409, -2.3203], [-3.6753, -2.3412, -2.9116], [-4.0590, -3.3690, -2.4597], [-1.8100, 0.3227, -2.5833], [-1.8745, 1.6044, -2.3929], [-1.0641, 2.3217, -1.8505], [-3.2220, 2.1328, -2.9276], [-3.9199, 1.0749, -3.3150], [-3.5767, 3.2702, -2.9838], [-5.5273, 0.5150, 0.1578], [-5.9378, 1.1788, 1.4396], [-4.7231, 1.2669, 2.2052], [-3.6240, 0.2434, 1.6596], [-3.2926, -0.7054, 2.6412], [-2.5931, 0.9521, 1.0025], [-4.5885, -0.4512, 0.5734], [-5.1352, 1.1781, -0.6227], [-6.3773, 0.0569, -0.3557], [-6.6688, 0.6029, 2.0112], [-6.3272, 2.1922, 1.3436], [6.2302, 0.2223, -0.2180], [5.2906, 0.6685, -1.3591], [4.4349, 1.6607, -0.8001], [4.4820, 1.7519, 0.7844], [3.3520, 1.0897, 1.3170], [4.7518, 3.0849, 1.1543], [5.7439, 0.7960, 0.9795], [7.2369, 0.5735, -0.4581], [6.2580, -0.8551, -0.0843], [4.6804, -0.1663, -1.7140], [5.7624, 1.1393, -2.2176], [1.1463, 3.8142, -3.7390], [1.8697, 2.6719, -3.0215], [2.9257, 3.3172, -2.2860], [2.4765, 4.7727, -1.8426], [3.5764, 5.6509, -1.9949], [1.7853, 4.7059, -0.6050], [1.3862, 4.9976, -2.9855], [0.0776, 3.6115, -3.7153], [1.5283, 3.8855, -4.7566], [2.1934, 1.8937, -3.7082], [1.2707, 2.1719, -2.2600]], "forces_ev_per_angstrom": [[0.42, 0.34, 0.39], [-0.08, 0.11, -0.04], [-0.07, -0.23, -0.02], [-0.46, 0.17, -0.10], [0.19, -0.22, 0.00], [0.08, 0.05, -0.25], [-0.09, -0.21, 0.13], [0.02, -0.02, 0.18], [-0.31, -0.35, -0.07], [-0.01, 0.06, 0.11], [0.39, 0.31, 0.18], [-0.32, 0.03, -0.16], [0.11, -0.02, 0.01], [0.02, 0.39, -0.30], [-0.08, -0.34, 0.15], [0.28, 0.16, -0.11], [-0.10, 0.04, -0.09], [-0.06, -0.05, 0.29], [-0.27, -0.25, 0.16], [0.58, 0.47, -0.27], [0.27, -0.16, 0.16], [-0.50, -0.61, -0.10], [0.26, 0.05, 0.00], [-0.47, 0.14, 0.14], [0.29, 0.03, -0.09], [0.15, 0.05, -0.09], [-0.29, 0.29, 0.16], [0.18, -0.09, -0.10], [-0.09, -0.14, -0.04], [-0.09, 0.36, -0.08], [0.20, -0.19, 0.13], [0.18, 0.02, -0.24], [-0.39, -0.11, 0.16], [0.20, 0.04, 0.01], [0.29, -0.33, 0.27], [0.09, -0.08, -0.18], [-0.03, 0.62, -0.02], [-0.10, -0.36, 0.13], [-0.27, 0.13, -0.15], [-0.13, 0.34, 0.26], [0.27, -0.18, 0.03], [-0.13, -0.40, -0.20], [-0.15, 0.08, -0.10], [0.00, 0.26, 0.08], [-1.00, 0.21, -1.30], [-0.12, 0.69, 0.56], [0.18, -0.02, 0.01], [-0.63, -0.27, -0.21], [-0.03, -0.55, 0.45], [0.30, 0.54, -0.57], [0.51, -0.12, 0.32], [0.44, 0.18, 0.49], [0.18, -0.49, 0.38], [0.15, -0.22, -0.08], [0.13, -0.02, -0.24], [0.43, 0.08, -0.93], [-0.67, -0.62, 0.00], [0.10, 0.26, 0.34], [-0.18, -0.69, -0.89], [-0.52, -0.17, 0.25], [0.46, 0.41, 0.22], [0.18, 0.51, 0.39], [0.03, 0.08, 0.51], [-0.13, -0.05, -0.08], [-0.06, 0.14, 0.02], [0.35, -0.09, 0.15], [-0.34, -1.04, 0.12], [-0.74, -0.16, 0.94], [0.56, 0.30, -0.74], [-0.35, -0.61, 0.08], [0.11, 0.22, -0.20], [0.00, 0.01, 0.24], [0.46, 0.29, -0.14], [-0.02, 0.16, -0.21], [-0.05, 0.50, 0.02], [0.68, 0.23, 0.08], [-0.39, 0.12, -0.30]]}